[1]
10
Properties=species:S:1:pos:R:3 method="wB97M-V/def2-TZVPD" max_force_ev_per_a=2.12 e_lumo_ev=-0.85 energy_ev=-422359.953 homo_ev=-10.114 multiplicity=1 total_charge=0
C -2.087 0.177 -0.971
Br -1.581 -1.732 -0.701
Br -1.419 0.775 -2.796
Br -1.408 1.385 0.544
H -3.173 0.273 -0.972
C 1.781 -0.207 1.073
Br 2.132 1.728 0.716
Br 3.200 -1.072 2.193
Br 1.713 -1.060 -0.711
H 0.842 -0.267 1.625

=====

[2]
7
Properties=species:S:1:pos:R:3 method="wB97M-V/def2-TZVPD" max_force_ev_per_a=3.91 e_lumo_ev=-2.01 energy_ev=-23226.991 homo_ev=-11.378 multiplicity=1 total_charge=0
N -0.989 0.290 0.381
O -0.114 1.084 0.247
O -1.295 -0.597 1.048
O 1.819 -0.614 0.783
O 1.309 -0.220 -1.637
F -1.814 0.307 -0.842
S 1.727 0.304 -0.318

=====

[3]
67
Properties=species:S:1:pos:R:3 method="wB97M-V/def2-TZVPD" max_force_ev_per_a=0.08 e_lumo_ev=-3.15 energy_ev=-91040.939 homo_ev=-10.219 multiplicity=1 total_charge=+1
Sn -1.240 -0.433 0.017
S 1.906 -0.360 3.444
C 2.604 0.467 2.043
C 3.973 0.285 1.881
C 4.676 0.992 0.921
C 3.999 1.861 0.081
C 2.632 2.043 0.218
C 1.933 1.368 1.212
S 0.199 1.606 1.507
C -0.266 2.833 0.268
C -1.757 2.854 0.100
C -2.461 4.046 0.144
C -3.811 4.040 -0.161
C -4.416 2.848 -0.521
C -3.662 1.687 -0.523
C -4.282 0.379 -0.929
S -3.188 -0.642 -1.967
C -2.527 0.563 -3.094
C -3.389 1.144 -4.019
C -2.922 2.092 -4.911
C -1.578 2.438 -4.890
C -0.714 1.845 -3.987
C -1.168 0.894 -3.068
S 0.052 0.150 -2.016
N -2.366 1.692 -0.190
H 4.475 -0.435 2.514
H 5.742 0.846 0.816
H 4.532 2.405 -0.687
H 2.135 2.736 -0.444
H 0.164 2.527 -0.689
H 0.108 3.815 0.547
H -1.946 4.963 0.392
H -4.381 4.960 -0.141
H -5.459 2.812 -0.804
H -5.222 0.558 -1.446
H -4.502 -0.241 -0.055
H -4.429 0.842 -4.041
H -3.596 2.543 -5.626
H -1.196 3.170 -5.589
H 0.336 2.106 -3.989
C -0.797 -0.110 4.603
C -0.632 -1.187 3.576
C -1.608 -2.104 3.358
C -1.377 -3.192 2.472
C -0.225 -3.289 1.778
C 0.830 -2.298 1.896
N 0.565 -1.282 2.880
N 1.908 -2.215 1.242
Si 2.702 -3.143 0.010
C 1.597 -4.353 -0.907
C 3.356 -1.911 -1.231
C 4.105 -4.057 0.829
H -0.140 -0.279 5.457
H -1.826 -0.118 4.958
H -0.558 0.875 4.205
H -2.530 -2.029 3.916
H -2.139 -3.954 2.359
H -0.035 -4.118 1.114
H 0.691 -3.869 -1.282
H 1.303 -5.211 -0.299
H 2.134 -4.744 -1.775
H 2.545 -1.376 -1.731
H 3.942 -2.417 -2.002
H 3.997 -1.173 -0.748
H 3.738 -4.752 1.586
H 4.788 -3.360 1.319
H 4.678 -4.631 0.097

=====

[4]
120
Properties=species:S:1:pos:R:3 method="wB97M-V/def2-TZVPD" max_force_ev_per_a=2.79 e_lumo_ev=0.40 energy_ev=-52881.407 homo_ev=-9.584 multiplicity=1 smiles=CC(C)O.CC(C)O.CC(C)O.CC(C)O.CC(C)O.CC(C)O.CC(C)O.CC(C)O.CC(C)O.CC(C)O total_charge=0
C 9.811 -10.937 -12.769
C 9.770 -12.401 -12.204
C 8.651 -12.521 -11.158
O 9.708 -13.389 -13.220
H 10.541 -10.880 -13.576
H 10.098 -10.179 -12.016
H 8.856 -10.495 -13.092
H 10.712 -12.572 -11.692
H 7.712 -12.505 -11.708
H 8.758 -11.715 -10.423
H 8.672 -13.468 -10.605
H 8.971 -13.216 -13.775
C 2.715 -17.510 -15.574
C 1.428 -18.109 -14.900
C 0.977 -19.443 -15.577
O 1.753 -18.361 -13.531
H 3.559 -18.222 -15.406
H 2.956 -16.509 -15.098
H 2.536 -17.390 -16.597
H 0.566 -17.377 -14.898
H 0.712 -19.318 -16.646
H 0.115 -19.887 -15.043
H 1.845 -20.137 -15.530
H 1.003 -18.051 -13.013
C 6.589 -23.529 -12.707
C 6.480 -23.631 -11.220
C 7.162 -24.950 -10.681
O 7.154 -22.575 -10.611
H 6.484 -22.511 -13.108
H 5.871 -24.206 -13.168
H 7.569 -23.887 -12.986
H 5.410 -23.565 -10.853
H 6.612 -25.864 -10.763
H 7.394 -24.722 -9.661
H 8.110 -25.220 -11.189
H 6.791 -21.747 -10.987
C 5.948 -22.366 -16.202
C 6.016 -20.885 -15.871
C 6.765 -20.068 -16.895
O 4.699 -20.258 -15.690
H 5.617 -22.479 -17.231
H 5.184 -22.836 -15.568
H 6.935 -22.841 -16.098
H 6.484 -20.770 -14.863
H 7.776 -20.366 -17.067
H 6.839 -19.022 -16.489
H 6.250 -20.028 -17.863
H 4.412 -20.610 -14.812
C 2.956 -21.752 -10.961
C 3.245 -21.649 -12.467
C 2.123 -22.238 -13.347
O 3.507 -20.372 -12.895
H 1.975 -21.350 -10.765
H 3.744 -21.206 -10.455
H 2.958 -22.839 -10.678
H 4.131 -22.247 -12.601
H 2.367 -22.052 -14.401
H 1.156 -21.752 -13.061
H 1.885 -23.288 -13.230
H 2.741 -19.766 -12.980
C 0.228 -20.146 -8.397
C 1.241 -20.449 -7.291
C 1.535 -19.226 -6.435
O 0.569 -21.511 -6.633
H -0.752 -19.984 -7.947
H 0.043 -21.022 -8.992
H 0.613 -19.319 -9.005
H 2.155 -20.821 -7.725
H 1.951 -18.476 -7.118
H 2.309 -19.402 -5.675
H 0.624 -18.680 -6.016
H 1.204 -21.778 -5.927
C 7.809 -14.770 -16.431
C 6.695 -14.073 -15.629
C 5.991 -15.087 -14.742
O 7.226 -13.049 -14.813
H 8.159 -14.137 -17.276
H 7.475 -15.705 -16.859
H 8.596 -14.941 -15.657
H 5.958 -13.557 -16.310
H 6.791 -15.588 -14.208
H 5.382 -15.755 -15.323
H 5.273 -14.586 -14.059
H 7.596 -12.407 -15.415
C 10.142 -20.443 -11.898
C 9.762 -21.654 -12.728
C 10.700 -21.817 -13.852
O 9.844 -22.815 -11.962
H 9.490 -20.457 -11.004
H 10.022 -19.452 -12.325
H 11.149 -20.471 -11.512
H 8.778 -21.492 -13.171
H 10.374 -22.546 -14.626
H 11.733 -22.053 -13.510
H 10.695 -20.867 -14.314
H 9.085 -22.829 -11.367
C 7.101 -18.457 -12.872
C 6.381 -18.956 -11.681
C 5.146 -18.183 -11.339
O 6.103 -20.382 -11.863
H 7.919 -19.065 -13.190
H 7.413 -17.400 -12.799
H 6.485 -18.398 -13.759
H 7.093 -18.966 -10.851
H 5.293 -17.134 -11.466
H 4.908 -18.385 -10.297
H 4.354 -18.408 -12.038
H 5.285 -20.340 -12.362
C -1.247 -17.464 -10.018
C -0.414 -16.343 -10.682
C 1.063 -16.422 -10.412
O -0.489 -16.486 -12.088
H -1.310 -17.235 -8.962
H -0.833 -18.503 -10.084
H -2.272 -17.479 -10.325
H -0.772 -15.333 -10.416
H 1.383 -17.476 -10.357
H 1.326 -15.977 -9.450
H 1.722 -15.882 -11.102
H -1.341 -16.209 -12.419